1.
# C3H8BN

A 2-piece molecular cluster, C3H8BN overall in a non-equilibrium geometry (the ωB97M-V functional and the def2-TZVPD basis, OMol25).

Values from the calculation:
LUMO energy: 0.789 eV
Orbital gap: 10.53 eV
Highest occupied orbital energy: -9.74 eV
Multiplicity: 1

```
13
C3H8BN (the ωB97M-V functional and the def2-TZVPD basis)
B 0.715 1.157 -0.215
C -0.796 1.090 -0.023
C -0.978 -0.504 -0.093
C 0.470 -1.166 -0.030
N 1.389 -0.054 -0.051
H 1.517 2.512 0.138
H -1.036 1.310 0.980
H -1.552 1.538 -0.646
H -1.474 -1.054 0.729
H -1.505 -0.834 -1.000
H 0.418 -1.918 0.861
H 0.531 -1.703 -0.902
H 2.301 -0.373 0.254
```



2.
# C3H8BNO2

A 3-piece molecular cluster, C3H8BNO2 overall in a non-equilibrium geometry (the ωB97M-V functional and the def2-TZVPD basis, OMol25).

Values from the calculation:
LUMO energy: 0.197 eV
Orbital gap: 8.38 eV
Structure (SMILES): C=BO.CC#N.O
Highest occupied orbital energy: -8.18 eV
Multiplicity: 1

```
15
C3H8BNO2 (the ωB97M-V functional and the def2-TZVPD basis)
B -0.142 -1.992 -0.553
C -0.620 1.427 0.136
C 0.699 1.413 -0.454
C 0.970 -2.137 -1.398
N -1.426 1.250 0.926
O -1.070 -1.852 0.334
O 0.603 -2.306 2.532
H 0.608 1.650 -1.520
H 1.385 2.210 -0.027
H 1.036 0.319 -0.340
H 1.012 -2.746 -2.267
H 1.905 -1.534 -1.198
H 1.032 -1.486 2.836
H -0.901 -2.122 1.255
H 1.200 -3.009 2.248
```



3.
# C3H8Br2N

C3H8Br2N as an isolated structure in a non-equilibrium geometry (the ωB97M-V functional and the def2-TZVPD basis, OMol25).

Values from the calculation:
LUMO energy (alpha / beta): -7.364 / -7.364 eV
Orbital gap (alpha / beta): 4.69 / 4.69 eV
Total charge: +1
Highest occupied orbital energy (alpha / beta): -12.05 / -12.05 eV
Multiplicity: 1

```
14
C3H8Br2N (the ωB97M-V functional and the def2-TZVPD basis)
C -0.116 -1.386 0.985
C -0.830 -0.436 -1.288
C 0.923 2.314 0.775
N 0.139 -0.763 -0.344
Br 2.510 1.542 0.612
Br 0.266 3.349 -0.617
H -0.848 -0.912 1.504
H -0.551 -2.458 0.805
H 0.807 -1.413 1.571
H -0.780 -1.052 -2.278
H -1.869 -0.714 -0.864
H -0.823 0.657 -1.603
H 0.150 2.212 1.641
H 1.023 -0.940 -0.899
```



4.
# C3H8BrN

One molecule with the formula C3H8BrN in a non-equilibrium geometry (the ωB97M-V functional and the def2-TZVPD basis, OMol25).

Values from the calculation:
LUMO energy (alpha / beta): 0.960 / -2.326 eV
Orbital gap (alpha / beta): 8.29 / 7.27 eV
Highest occupied orbital energy (alpha / beta): -7.33 / -9.59 eV
Expectation value of S²: 2.009
Multiplicity: 3

```
13
C3H8BrN (the ωB97M-V functional and the def2-TZVPD basis)
C -0.605 1.794 -0.325
C 0.386 -1.794 -0.143
C -0.383 0.417 0.293
N 0.560 -0.421 -0.476
Br 2.534 0.191 0.034
H -0.873 1.576 -1.363
H -1.382 2.232 0.331
H 0.268 2.376 -0.172
H 1.167 -2.482 -0.341
H 0.156 -2.060 0.971
H -0.454 -2.282 -0.595
H 0.021 0.413 1.366
H -1.395 0.040 0.421
```



5.
# C3H8BrPS

A 2-piece molecular cluster, C3H8BrPS overall in a non-equilibrium geometry (the ωB97M-V functional and the def2-TZVPD basis, OMol25).

Values from the calculation:
LUMO energy (alpha / beta): -1.388 / -2.991 eV
Orbital gap (alpha / beta): 8.50 / 4.75 eV
Highest occupied orbital energy (alpha / beta): -9.89 / -7.74 eV
Multiplicity: 1

```
14
C3H8BrPS (the ωB97M-V functional and the def2-TZVPD basis)
C -1.781 1.176 -0.250
C -0.633 0.185 -0.488
C -0.334 -0.466 0.896
P 1.691 -1.753 -0.870
S 1.605 -0.823 0.914
Br 4.330 0.939 0.365
H -2.141 1.553 -1.126
H -2.495 0.511 0.268
H -1.285 1.972 0.374
H 0.195 0.759 -0.890
H -0.701 -0.635 -1.245
H -0.699 0.053 1.786
H -0.759 -1.471 1.044
H 3.007 -2.001 -0.778
```



6.
# C3H8Cl2Si

A 2-piece molecular cluster, C3H8Cl2Si overall in a non-equilibrium geometry (the ωB97M-V functional and the def2-TZVPD basis, OMol25).

Values from the calculation:
LUMO energy: -0.528 eV
Orbital gap: 8.09 eV
Highest occupied orbital energy: -8.62 eV
Multiplicity: 1

```
14
C3H8Cl2Si (the ωB97M-V functional and the def2-TZVPD basis)
C 1.578 -0.533 1.996
C 1.173 -1.650 -0.614
C -2.493 2.135 -1.052
Si 0.171 -1.453 1.064
Cl 0.115 -2.600 -1.752
Cl -1.704 0.712 -1.660
H 2.223 -1.144 2.637
H 2.184 0.032 1.316
H 1.192 0.087 2.786
H 2.115 -2.118 -0.711
H 1.193 -0.736 -1.147
H -1.749 2.827 -0.869
H -2.835 1.800 -0.168
H -3.164 2.641 -1.826
```



7.
# C3H8ClFN2

One molecule with the formula C3H8ClFN2 in a non-equilibrium geometry (the ωB97M-V functional and the def2-TZVPD basis, OMol25).

Values from the calculation:
LUMO energy: 0.891 eV
Orbital gap: 10.09 eV
Structure (SMILES): NCC(F)(Cl)CN
Highest occupied orbital energy: -9.20 eV
Multiplicity: 1

```
15
C3H8ClFN2 (the ωB97M-V functional and the def2-TZVPD basis)
C 1.196 0.738 -0.085
C -0.183 0.404 -0.873
C -0.738 -1.064 -0.761
H 0.163 1.384 1.660
H 1.700 0.899 1.890
H 1.375 1.744 -0.281
H 1.772 0.090 -0.511
H 0.238 -1.649 -0.897
H -1.466 -1.433 -1.630
H -1.553 -2.169 0.704
H -0.717 -0.790 1.474
N 0.894 0.597 1.400
N -1.343 -1.054 0.575
F -1.026 1.230 -0.186
Cl -0.312 1.073 -2.479
```



8.
# C3H8ClNO2P

An isolated ion of composition C3H8ClNO2P and charge -1 in a non-equilibrium geometry (the ωB97M-V functional and the def2-TZVPD basis, OMol25).

Values from the calculation:
LUMO energy: 3.779 eV
Orbital gap: 6.82 eV
Total charge: -1
Structure (SMILES): CN(CO)P([O-])CCl
Highest occupied orbital energy: -3.04 eV
Multiplicity: 1

```
16
C3H8ClNO2P (the ωB97M-V functional and the def2-TZVPD basis)
C 0.157 0.761 -1.257
C 1.569 -0.130 0.500
C -2.275 -0.323 1.299
N 0.203 0.040 0.057
O -1.481 -1.474 -1.238
O 2.253 -1.041 -0.323
P -0.905 -1.382 0.183
Cl -3.204 0.596 0.248
H 1.125 0.586 -1.663
H -0.662 0.323 -1.631
H -0.008 1.795 -1.015
H 1.608 -0.532 1.547
H 1.521 -1.348 -0.829
H 2.054 0.952 0.516
H -3.028 -0.911 1.752
H -1.557 0.305 1.905
```



9.
# C3H8ClP

A 2-piece molecular cluster, C3H8ClP overall in a non-equilibrium geometry (the ωB97M-V functional and the def2-TZVPD basis, OMol25).

Values from the calculation:
LUMO energy: 0.569 eV
Orbital gap: 8.57 eV
Highest occupied orbital energy: -8.00 eV
Multiplicity: 1

```
13
C3H8ClP (the ωB97M-V functional and the def2-TZVPD basis)
C 0.515 -1.479 -0.597
C 0.739 1.098 0.848
C -0.572 -0.576 0.061
P -1.792 0.325 -0.958
Cl 0.350 1.685 2.415
H 0.994 -2.042 0.118
H 1.253 -0.882 -1.106
H 0.089 -2.270 -1.222
H 1.595 0.363 0.782
H 0.532 1.896 0.089
H -0.797 -0.654 1.082
H -0.796 1.272 -1.502
H -2.109 1.263 -0.007
```



Values for calculated total energy, a.u., ordered as above
-198.6653 -349.1556 -5321.4747 -2747.7242 -3432.5550 -1328.8894 -788.5921 -1125.9039 -920.5126